1.
{"formula": "C24H36Cl8I2O2P", "method": "ωB97M-V/def2-TZVPD", "total_energy_ev": -155210.6648, "orbital_gap_ev": 7.2, "max_force_ev_per_a": 8.25, "homo_energy_ha": -0.400, "e_above_lowest_kj_mol": 682.6, "charge": 1, "symbols": ["C", "C", "C", "O", "O", "C", "C", "C", "C", "C", "C", "P", "C", "C", "C", "C", "C", "C", "C", "C", "C", "I", "C", "C", "I", "H", "H", "H", "H", "H", "H", "H", "H", "H", "H", "H", "H", "H", "H", "H", "H", "H", "H", "H", "H", "H", "H", "H", "H", "H", "H", "H", "H", "C", "Cl", "Cl", "H", "H", "C", "Cl", "Cl", "H", "H", "C", "Cl", "Cl", "H", "H", "C", "Cl", "Cl", "H", "H"], "positions_angstrom": [[0.949, -0.971, 1.807], [0.371, -2.209, 1.218], [-0.532, -2.317, -0.146], [0.082, -2.829, -1.241], [-1.952, -1.963, -0.293], [-2.206, -0.538, -0.029], [-2.264, 0.393, -1.405], [-0.864, 1.277, -1.610], [0.191, 0.565, -2.647], [1.495, 1.476, -3.044], [2.925, 0.914, -2.388], [3.895, 2.458, -1.828], [2.964, 3.579, -0.588], [2.191, 2.708, 0.570], [1.076, 3.658, 1.307], [0.962, 5.286, 1.128], [-0.161, 6.222, 1.927], [-1.213, 5.472, 2.943], [-1.147, 3.823, 3.120], [0.002, 2.916, 2.321], [5.635, 2.124, -1.124], [7.194, 3.681, -1.466], [6.078, 0.943, -0.339], [5.024, -0.264, 0.002], [8.165, 0.796, 0.438], [0.501, -0.550, 2.809], [1.828, -0.348, 1.298], [0.562, -3.225, 1.811], [-1.470, -0.050, 0.758], [-3.287, -0.453, 0.458], [-2.473, -0.264, -2.366], [-3.179, 1.142, -1.289], [-0.351, 1.421, -0.560], [-1.132, 2.352, -2.023], [0.588, -0.431, -2.173], [-0.420, 0.329, -3.644], [1.637, 1.559, -4.204], [1.321, 2.570, -2.623], [3.474, 0.310, -3.248], [2.651, 0.196, -1.475], [4.094, 3.273, -3.034], [3.661, 4.426, -0.168], [2.107, 4.136, -1.205], [3.014, 2.378, 1.349], [1.760, 1.734, 0.076], [1.690, 5.853, 0.408], [-0.149, 7.382, 1.751], [-2.015, 6.131, 3.507], [-1.936, 3.315, 3.855], [0.004, 1.746, 2.507], [4.626, -0.813, -0.980], [4.152, 0.065, 0.711], [5.631, -1.101, 0.588], [-1.975, -5.480, -2.123], [-1.731, -7.020, -1.290], [-2.379, -5.733, -3.825], [-2.793, -4.940, -1.640], [-1.056, -4.891, -2.059], [-0.729, -2.955, 4.953], [-1.607, -1.566, 4.301], [-0.636, -4.263, 3.767], [0.285, -2.643, 5.218], [-1.247, -3.318, 5.843], [-6.269, 2.186, -1.011], [-5.201, 1.783, 0.339], [-6.235, 3.919, -1.354], [-5.940, 1.641, -1.899], [-7.290, 1.893, -0.756], [-4.044, -9.762, 0.018], [-4.792, -10.934, -1.073], [-5.269, -8.825, 0.882], [-3.426, -10.295, 0.745], [-3.420, -9.080, -0.565]], "mulliken_charge": [-0.6712, -0.1561, 0.6182, -0.5876, -0.3186, 0.0779, -0.0241, -0.0009, -0.2025, -0.5786, -0.3428, 0.3838, -1.0744, 0.8567, 0.1573, -0.3381, -0.4092, -0.3650, -0.5730, -0.2594, -0.3737, 0.1088, 0.0009, -0.5761, 0.1556, 0.1895, 0.2852, 0.3557, 0.0100, 0.1538, 0.2952, -0.2047, -0.3809, 0.3634, -0.1916, 0.3597, 0.3718, 0.2069, 0.4761, 0.0815, 0.1880, 0.4656, 0.5561, 0.3127, -0.3943, 0.1792, 0.3070, 0.2952, 0.2874, 0.1588, 0.2181, 0.0679, 0.4103, 0.1454, -0.1808, -0.1756, 0.1938, -0.0035, -0.2693, -0.1228, -0.1286, 0.2396, 0.3409, -0.2986, -0.1346, -0.1429, 0.2487, 0.3360, 0.1597, -0.1507, -0.1542, 0.2658, -0.0993]}

=====

2.
{"formula": "C13H12CsN4O2S", "method": "ωB97M-V/def2-TZVPD", "total_energy_ev": -35112.5935, "orbital_gap_ev": [3.3, 5.5], "max_force_ev_per_a": 0.48, "homo_energy_ha": [0.036, -0.044], "spin_multiplicity": 2, "s2": 0.764, "charge": -2, "symbols": ["Cs", "N", "C", "S", "N", "N", "C", "C", "C", "C", "C", "C", "C", "O", "H", "H", "H", "H", "H", "H", "H", "O", "N", "C", "C", "C", "C", "C", "H", "H", "H", "H", "H"], "positions_angstrom": [[-0.146, -1.025, -0.515], [-0.318, 1.731, 3.151], [0.539, 1.159, 2.207], [1.207, -0.381, 2.591], [0.715, 1.876, 1.137], [1.462, 1.278, 0.135], [2.269, 2.074, -0.454], [3.120, 1.765, -1.596], [4.085, 2.716, -1.935], [4.950, 2.582, -3.009], [4.837, 1.431, -3.799], [3.891, 0.475, -3.509], [2.974, 0.574, -2.406], [2.097, -0.316, -2.216], [-0.188, 1.367, 4.079], [-0.411, 2.732, 3.071], [2.327, 3.102, -0.074], [4.149, 3.608, -1.315], [5.683, 3.347, -3.234], [5.492, 1.295, -4.655], [3.792, -0.407, -4.134], [-3.066, -2.231, -0.951], [-3.596, -2.419, 0.261], [-4.040, -1.328, 1.000], [-4.735, -1.487, 2.161], [-5.078, -2.773, 2.652], [-4.737, -3.860, 1.811], [-4.046, -3.670, 0.652], [-3.780, -0.373, 0.567], [-5.019, -0.594, 2.706], [-5.622, -2.908, 3.576], [-5.027, -4.873, 2.068], [-3.780, -4.467, -0.027]], "mulliken_charge": [0.9503, -0.5158, 0.2805, -0.5856, -0.7311, 0.2139, -0.7179, 0.8069, -0.4610, -0.6041, -0.2899, -0.6257, 0.1041, -0.7647, 0.1887, 0.2163, 0.2523, 0.2442, 0.3428, 0.3117, 0.3228, -0.7935, 0.4295, -0.4950, -0.4012, -0.4860, -0.4257, -0.4686, 0.3913, 0.3066, 0.3646, 0.3016, 0.3375]}

=====

3.
{"formula": "C4H13N3O2", "method": "ωB97M-V/def2-TZVPD", "total_energy_ev": -12920.3510, "smiles": "C/N=N/N.C=C.OCO", "orbital_gap_ev": 9.7, "max_force_ev_per_a": 3.01, "homo_energy_ha": -0.322, "e_above_lowest_kj_mol": 427.4, "charge": 0, "symbols": ["C", "N", "N", "N", "H", "H", "H", "H", "H", "C", "C", "H", "H", "H", "H", "O", "C", "O", "H", "H", "H", "H"], "positions_angstrom": [[1.601, 1.312, -0.944], [1.188, -0.035, -1.261], [-0.020, -0.109, -1.647], [-0.408, -1.351, -1.998], [2.687, 1.319, -0.870], [1.262, 2.022, -1.703], [1.182, 1.619, 0.017], [-1.124, -1.361, -2.701], [0.315, -2.067, -2.040], [1.534, -1.316, 0.760], [0.431, -1.084, 1.474], [1.648, -2.226, 0.193], [2.417, -0.710, 0.871], [0.363, -0.242, 2.142], [-0.405, -1.766, 1.428], [-1.055, 1.757, 1.217], [-1.799, 0.806, 0.508], [-2.566, -0.014, 1.331], [-1.658, 2.302, 1.738], [-1.086, 0.327, -0.305], [-2.529, 1.298, -0.149], [-1.979, -0.482, 1.941]], "mulliken_charge": [-0.6901, -0.2298, -0.1186, -0.3521, 0.3258, 0.2967, 0.2427, 0.2236, 0.2449, -0.5229, -0.4736, 0.2850, 0.2724, 0.2519, 0.1504, -0.4705, -0.0208, -0.5216, 0.2847, 0.1534, 0.3338, 0.3346]}

=====

4.
{"formula": "CH2S3", "method": "ωB97M-V/def2-TZVPD", "total_energy_ev": -33568.6732, "orbital_gap_ev": [6.7, 5.9], "max_force_ev_per_a": 4.60, "homo_energy_ha": [-0.280, -0.347], "e_above_lowest_kj_mol": 415.1, "spin_multiplicity": 3, "s2": 2.034, "charge": 0, "symbols": ["C", "S", "S", "S", "H", "H"], "positions_angstrom": [[0.303, -2.095, 1.198], [-0.957, 0.583, -0.609], [0.284, -3.449, 0.394], [0.565, 1.805, -1.067], [-0.745, 0.120, 0.506], [0.550, 3.036, -0.422]], "mulliken_charge": [0.0762, -0.0658, -0.0893, -0.1694, 0.0901, 0.1583]}

=====

5.
{"formula": "C24H36MoNOPSe2SiTe2", "method": "ωB97M-V/def2-TZVPD", "total_energy_ev": -193311.4712, "orbital_gap_ev": [6.2, 6.3], "max_force_ev_per_a": 3.52, "homo_energy_ha": [-0.284, -0.285], "e_above_lowest_kj_mol": 0.0, "spin_multiplicity": 3, "s2": 2.081, "charge": 0, "symbols": ["Mo", "Se", "Te", "Te", "Se", "C", "Si", "C", "C", "O", "H", "H", "H", "H", "H", "H", "H", "H", "H", "N", "C", "C", "C", "C", "C", "C", "C", "H", "H", "H", "H", "C", "C", "C", "C", "P", "C", "C", "C", "C", "C", "C", "C", "C", "C", "C", "H", "H", "H", "H", "H", "H", "H", "H", "H", "H", "H", "H", "H", "H", "H", "H", "H", "H", "H", "H", "H", "H", "H"], "positions_angstrom": [[9.329, 11.976, 10.334], [10.066, 11.376, 12.487], [12.502, 12.329, 12.403], [12.554, 12.231, 9.621], [10.916, 10.306, 9.166], [8.835, 14.486, 6.158], [9.750, 12.946, 6.998], [11.576, 13.028, 6.634], [9.273, 11.311, 5.966], [9.263, 12.988, 8.567], [8.795, 14.185, 5.094], [9.402, 15.334, 6.223], [7.800, 14.757, 6.462], [11.597, 13.091, 5.559], [12.058, 12.153, 6.952], [12.134, 13.901, 7.065], [9.793, 11.247, 4.968], [8.141, 11.380, 5.820], [9.531, 10.384, 6.558], [3.555, 7.384, 9.710], [4.546, 7.982, 9.730], [5.733, 8.805, 9.776], [6.477, 9.279, 8.683], [7.346, 10.363, 8.796], [7.691, 10.876, 10.068], [7.061, 10.234, 11.163], [6.096, 9.263, 11.054], [6.258, 8.793, 7.727], [7.735, 10.826, 7.885], [7.216, 10.571, 12.188], [5.629, 8.857, 11.984], [4.979, 14.167, 11.251], [6.192, 14.377, 10.285], [6.057, 13.310, 9.187], [6.143, 15.762, 9.516], [8.038, 14.176, 11.019], [9.044, 15.642, 10.647], [8.577, 16.974, 10.859], [9.493, 17.982, 10.847], [10.851, 17.824, 10.437], [11.302, 16.512, 10.158], [10.391, 15.451, 10.276], [7.857, 14.507, 12.925], [7.131, 13.312, 13.561], [7.162, 15.893, 13.198], [9.267, 14.546, 13.529], [4.063, 14.278, 10.658], [4.942, 14.948, 12.012], [5.005, 13.152, 11.686], [5.073, 13.518, 8.675], [5.961, 12.259, 9.451], [6.952, 13.226, 8.517], [5.245, 15.724, 8.892], [6.982, 16.044, 8.857], [5.993, 16.573, 10.300], [7.546, 17.079, 11.221], [9.228, 18.982, 11.199], [11.386, 18.751, 10.355], [12.315, 16.378, 9.924], [10.823, 14.471, 10.120], [6.693, 12.665, 12.800], [6.421, 13.531, 14.354], [7.957, 12.757, 14.063], [7.874, 16.701, 13.201], [6.635, 15.796, 14.145], [6.333, 16.058, 12.519], [9.819, 13.630, 13.349], [9.145, 14.612, 14.598], [9.849, 15.465, 13.101]], "mulliken_charge": [-1.8139, -0.3634, -0.1738, -0.0117, -0.3623, -1.4235, 1.5330, -1.5304, -1.1555, -0.3376, 0.4112, 0.4484, 0.2716, 0.3981, 0.4138, 0.2903, 0.4134, 0.2533, 0.2217, -0.5049, -0.1542, 0.4393, -0.8162, 0.0577, 1.7542, 0.1196, -1.0133, 0.4748, 0.3813, 0.2581, 0.3821, -1.6677, 2.3719, -2.0288, -1.7959, 1.3055, 0.4399, -0.6035, -0.8980, -0.7705, -0.7675, 0.2163, 1.9976, -0.9987, -1.9776, -1.3691, 0.4772, 0.3813, 0.2282, 0.6311, 0.3937, 0.0764, 0.5799, 0.1964, 0.3495, 0.5396, 0.3911, 0.4183, 0.5891, -0.3330, -0.0813, 0.2522, 0.4122, 0.4434, 0.4599, 0.4688, -0.0503, 0.6057, 0.2556]}

=====

6.
{"formula": "C5H13NOS", "method": "ωB97M-V/def2-TZVPD", "total_energy_ev": -19766.0831, "smiles": "C[C@@H](CCS)NCO", "orbital_gap_ev": 9.6, "max_force_ev_per_a": 5.41, "homo_energy_ha": -0.323, "e_above_lowest_kj_mol": 291.3, "charge": 0, "symbols": ["C", "C", "C", "C", "S", "N", "C", "O", "H", "H", "H", "H", "H", "H", "H", "H", "H", "H", "H", "H", "H"], "positions_angstrom": [[-1.484, -0.163, 0.576], [-0.432, -0.333, -0.444], [-0.302, 1.141, -1.101], [0.806, 2.008, -0.420], [1.069, 3.567, -1.377], [0.840, -0.972, 0.167], [0.560, -2.371, 0.625], [0.051, -2.080, 1.993], [-1.907, 0.765, 0.854], [-2.470, -0.675, 0.361], [-1.216, -0.620, 1.447], [-0.707, -1.183, -1.219], [-1.327, 1.612, -0.988], [0.069, 0.965, -2.186], [0.427, 2.215, 0.527], [1.725, 1.449, -0.320], [1.044, 3.098, -2.591], [1.233, -0.381, 0.914], [1.582, -2.826, 0.722], [-0.186, -2.808, -0.122], [0.624, -2.407, 2.580]], "mulliken_charge": [-1.4555, 0.2617, -0.7134, -0.6934, -0.2277, -0.3856, -0.2945, -0.5183, 0.4468, 0.3067, 0.4151, 0.1402, 0.2664, 0.4487, 0.3758, 0.3594, 0.1115, 0.2542, 0.3448, 0.2720, 0.2850]}